No. 1
Here is C4H8O2 in the gas phase from the OMol25 dataset. Energies are from ωB97M-V with the def2-TZVPD basis set.

## Properties
**Structure (SMILES)**: C[C@H]1COCO1
**Frontier orbital gap**: 10.901 eV
**Largest force on an atom**: 0.37 eV Å⁻¹
**LUMO level**: 1.10 eV
**Energy relative to the best compared isomer or geometry (same formula, charge and spin)**: 127.4 kJ/mol
**Total energy**: -307.6639 hartree

Cartesian coordinates (Å):
C: -1.78 -0.01 0.47
C: -0.26 -0.01 0.45
C: 0.39 -1.02 -0.50
O: 1.66 -0.44 -0.76
C: 1.59 0.92 -0.37
O: 0.26 1.21 -0.07
H: -2.15 -0.71 1.23
H: -2.14 0.99 0.73
H: -2.20 -0.30 -0.49
H: 0.14 -0.16 1.47
H: 0.52 -2.01 -0.05
H: -0.18 -1.11 -1.43
H: 2.24 1.07 0.51
H: 1.92 1.57 -1.19



No. 2
Here is C33H25BrInN5O2S as an isolated structure from the OMol25 dataset. Energies are from ωB97M-V with the def2-TZVPD basis set.

## Properties
**Frontier orbital gap**: 6.939 eV
**Largest force on an atom**: 0.48 eV Å⁻¹
**LUMO level**: -0.50 eV
**Energy relative to the best compared isomer or geometry (same formula, charge and spin)**: 0.0 kJ/mol
**Total energy**: -4859.1948 hartree

Cartesian coordinates (Å):
In: -0.26 -0.67 0.42
Br: -6.58 1.49 -2.98
C: -5.26 0.79 -1.81
C: -5.34 1.06 -0.44
C: -4.40 0.56 0.42
C: -3.30 -0.23 -0.04
O: -2.43 -0.64 0.80
C: -3.27 -0.52 -1.43
C: -2.31 -1.41 -2.00
N: -1.32 -1.95 -1.37
C: -0.57 -2.91 -2.05
C: -1.09 -3.73 -3.02
C: -0.28 -4.69 -3.66
C: 1.03 -4.84 -3.31
C: 1.59 -4.02 -2.30
C: 2.93 -4.14 -1.88
C: 3.40 -3.32 -0.90
C: 2.53 -2.37 -0.33
N: 1.27 -2.23 -0.69
C: 0.79 -3.05 -1.67
C: -4.25 0.01 -2.30
H: -6.16 1.66 -0.06
H: -4.46 0.76 1.49
H: -2.46 -1.67 -3.05
H: -2.13 -3.65 -3.28
H: -0.71 -5.32 -4.43
H: 1.66 -5.58 -3.80
H: 3.58 -4.88 -2.34
H: 4.42 -3.38 -0.56
H: 2.86 -1.70 0.45
H: -4.20 -0.23 -3.35
O: 1.76 0.31 0.56
N: 2.06 1.35 -0.21
C: 3.32 1.83 -0.09
C: 3.75 2.90 -0.81
C: 2.86 3.51 -1.69
C: 1.58 3.01 -1.80
C: 1.15 1.89 -1.07
S: -0.42 1.25 -1.26
H: 3.92 1.29 0.63
H: 4.77 3.25 -0.69
H: 3.16 4.37 -2.27
H: 0.86 3.46 -2.47
C: -1.18 1.99 2.35
N: -0.57 0.68 2.32
C: -0.38 0.02 3.40
C: 0.10 -1.33 3.34
C: 0.42 -2.23 4.35
C: 0.75 -3.43 3.70
C: 0.62 -3.20 2.34
N: 0.23 -1.94 2.11
C: -0.25 3.09 1.91
C: 1.08 3.11 2.31
C: 1.91 4.17 1.95
C: 1.41 5.21 1.18
C: 0.09 5.19 0.76
C: -0.73 4.13 1.12
H: -1.54 2.22 3.36
H: -2.04 1.97 1.69
H: -0.61 0.44 4.38
H: 0.41 -2.03 5.41
H: 1.05 -4.36 4.17
H: 0.77 -3.90 1.53
H: 1.47 2.29 2.89
H: 2.94 4.18 2.27
H: 2.06 6.03 0.90
H: -0.30 5.99 0.15
H: -1.76 4.10 0.78



No. 3
Here is C22H25F6N6O4S5Tc as an isolated structure from the OMol25 dataset. Energies are from ωB97M-V with the def2-TZVPD basis set.

## Properties
**<S²>**: 3.785
**Frontier orbital gap (alpha / beta)**: 5.204 / 3.553 eV
**Spin multiplicity**: 4
**Largest force on an atom**: 1.12 eV Å⁻¹
**LUMO level (alpha / beta)**: -10.77 / -12.40 eV
**Energy relative to the best compared isomer or geometry (same formula, charge and spin)**: 72.4 kJ/mol
**Charge**: +3
**Total energy**: -4152.7003 hartree

Cartesian coordinates (Å):
Tc: -0.46 -0.35 -0.81
C: 1.59 -1.34 5.22
C: 2.25 -0.03 4.70
S: 1.39 0.74 3.32
C: 2.52 0.53 1.92
C: 2.67 -0.83 1.25
S: 1.29 -1.67 0.37
C: 0.73 -2.93 1.57
C: 0.38 -2.43 2.97
S: 1.77 -2.72 4.09
H: 0.55 -1.19 5.47
H: 2.12 -1.64 6.13
H: 3.29 -0.20 4.43
H: 2.21 0.71 5.50
H: 3.52 0.80 2.28
H: 2.21 1.29 1.21
H: 3.03 -1.59 1.94
H: 3.43 -0.72 0.47
H: 1.55 -3.65 1.59
H: -0.11 -3.43 1.08
H: -0.49 -2.96 3.37
H: 0.18 -1.35 2.97
F: -3.84 3.17 -3.64
C: -3.83 2.35 -2.62
F: -4.56 2.80 -1.63
F: -4.22 1.14 -2.98
S: -2.03 2.23 -2.02
O: -1.82 0.72 -1.98
O: -1.18 2.95 -2.88
N: -2.00 2.77 -0.53
S: -2.22 1.72 0.60
O: -3.38 0.90 0.53
O: -0.92 0.92 0.78
C: -2.28 2.69 2.18
F: -2.19 1.78 3.14
F: -1.24 3.51 2.21
F: -3.41 3.33 2.24
C: 3.60 3.81 -0.59
C: 4.08 2.82 -1.44
C: 3.26 1.79 -1.85
C: 1.94 1.74 -1.37
C: 1.46 2.71 -0.50
C: 2.29 3.75 -0.12
N: 1.08 0.69 -1.83
N: 1.32 0.30 -3.00
C: 0.62 -0.83 -3.42
C: 0.76 -1.25 -4.72
C: 0.09 -2.40 -5.12
C: -0.64 -3.11 -4.19
C: -0.73 -2.64 -2.89
N: -0.14 -1.50 -2.51
H: 4.24 4.62 -0.29
H: 5.11 2.86 -1.80
H: 3.62 1.01 -2.51
H: 0.44 2.69 -0.16
H: 1.91 4.53 0.53
H: 1.38 -0.67 -5.39
H: 0.16 -2.75 -6.14
H: -1.14 -4.04 -4.45
H: -1.28 -3.19 -2.14
N: -2.44 -2.00 0.99
C: -3.68 -2.50 1.00
C: -4.19 -2.39 -0.28
C: -3.19 -1.76 -1.01
N: -2.11 -1.53 -0.23
H: -1.87 -1.78 1.79
H: -4.13 -2.90 1.90
H: -5.16 -2.69 -0.63
H: -3.20 -1.44 -2.04



No. 4
Here is C39H29HfN4O4PSi as an isolated structure from the OMol25 dataset. Energies are from ωB97M-V with the def2-TZVPD basis set.

## Properties
**Frontier orbital gap**: 7.238 eV
**Largest force on an atom**: 1.82 eV Å⁻¹
**LUMO level**: -0.95 eV
**Energy relative to the best compared isomer or geometry (same formula, charge and spin)**: 0.0 kJ/mol
**Total energy**: -2702.3533 hartree

Cartesian coordinates (Å):
Hf: 0.96 0.61 0.02
C: -0.52 -6.40 1.53
C: -0.05 -5.33 2.28
C: 0.15 -4.11 1.65
C: -0.08 -3.94 0.28
C: -0.55 -5.04 -0.46
C: -0.79 -6.24 0.17
P: 0.31 -2.29 -0.45
C: -0.39 -2.35 -2.08
C: -1.78 -2.32 -2.15
C: -2.45 -2.14 -3.35
C: -1.65 -1.99 -4.50
C: -0.27 -2.01 -4.42
C: 0.36 -2.19 -3.21
C: 2.11 -2.19 -0.60
C: 3.04 -3.20 -0.52
C: 4.37 -2.91 -0.78
C: 4.79 -1.60 -0.98
C: 3.87 -0.57 -0.92
C: 2.50 -0.86 -0.75
H: -0.64 -7.38 1.98
H: 0.16 -5.49 3.33
H: 0.52 -3.28 2.22
H: -0.78 -4.94 -1.53
H: -1.18 -7.06 -0.40
H: -2.37 -2.39 -1.23
H: -3.53 -2.15 -3.37
H: -2.13 -1.87 -5.47
H: 0.29 -1.92 -5.35
H: 1.44 -2.13 -3.14
H: 2.72 -4.24 -0.27
H: 5.09 -3.72 -0.78
H: 5.84 -1.42 -1.17
H: 4.21 0.45 -1.01
C: -0.47 4.64 -5.10
C: 0.90 4.56 -5.00
C: 1.52 4.02 -3.87
C: 0.75 3.58 -2.80
C: -0.64 3.64 -2.92
C: -1.23 4.16 -4.03
Si: 1.45 3.11 -1.13
C: 0.89 4.31 0.24
C: 1.50 5.55 0.37
C: 1.21 6.38 1.43
C: 0.24 6.03 2.36
C: -0.38 4.80 2.25
C: -0.09 3.98 1.17
H: -0.97 5.07 -5.96
H: 1.51 4.95 -5.81
H: 2.58 3.99 -3.77
H: -1.23 3.31 -2.08
H: -2.33 4.21 -4.09
H: 2.95 3.13 -1.23
H: 2.21 5.90 -0.40
H: 1.72 7.32 1.49
H: 0.04 6.69 3.19
H: -1.14 4.48 2.95
H: -0.63 3.05 1.09
O: -3.11 1.24 -0.07
C: -2.24 0.77 0.58
O: -0.94 0.92 0.25
C: -2.45 -0.02 1.84
C: -1.33 -0.39 2.58
C: -1.45 -1.23 3.66
C: -2.71 -1.59 4.07
C: -3.86 -1.19 3.41
C: -3.72 -0.37 2.28
N: -2.75 -2.48 5.27
O: -1.69 -2.92 5.64
O: -3.80 -2.72 5.83
H: -0.31 -0.17 2.30
H: -0.63 -1.60 4.23
H: -4.83 -1.53 3.75
H: -4.60 -0.11 1.71
N: 1.75 0.85 1.86
C: 1.80 1.09 3.02
N: 1.94 1.24 4.26
C: 0.93 1.77 5.00
N: 0.03 2.15 5.62



No. 5
Here is C31H30IrN6OSSe2 as an isolated structure from the OMol25 dataset. Energies are from ωB97M-V with the def2-TZVPD basis set.

## Properties
**<S²>**: 0.771
**Frontier orbital gap (alpha / beta)**: 7.589 / 5.722 eV
**Spin multiplicity**: 2
**Largest force on an atom**: 2.24 eV Å⁻¹
**LUMO level (alpha / beta)**: -11.09 / -12.96 eV
**Energy relative to the best compared isomer or geometry (same formula, charge and spin)**: 156.6 kJ/mol
**Charge**: +4
**Total energy**: -6907.0938 hartree

Cartesian coordinates (Å):
Ir: 0.63 0.32 -1.83
Se: 1.99 2.79 -1.79
Se: 3.15 2.01 -3.67
C: 3.62 0.42 -2.77
C: 4.91 -0.06 -2.91
C: 5.29 -1.21 -2.26
C: 4.37 -1.83 -1.43
C: 3.10 -1.28 -1.33
N: 2.69 -0.18 -1.98
C: 0.49 3.07 -2.97
C: 0.05 4.30 -3.41
C: -0.98 4.32 -4.35
C: -1.49 3.11 -4.81
C: -1.01 1.93 -4.28
N: -0.04 1.91 -3.37
H: 5.61 0.49 -3.53
H: 6.30 -1.61 -2.37
H: 4.61 -2.72 -0.88
H: 2.38 -1.77 -0.70
H: 0.51 5.21 -3.05
H: -1.35 5.26 -4.73
H: -2.26 3.09 -5.57
H: -1.38 0.97 -4.62
O: -1.39 0.41 -1.32
S: -2.58 1.37 -1.69
C: -3.76 0.34 -2.61
C: -5.08 0.44 -1.84
C: -4.70 0.36 -0.37
C: -3.59 1.40 -0.18
H: -3.34 -0.67 -2.57
H: -3.80 0.68 -3.64
H: -5.76 -0.36 -2.14
H: -5.58 1.39 -2.06
H: -4.32 -0.63 -0.13
H: -5.54 0.57 0.29
H: -2.92 1.25 0.66
H: -4.00 2.42 -0.14
C: -0.14 -4.23 -3.16
C: -0.85 -3.70 -2.10
C: -0.65 -2.39 -1.73
N: 0.23 -1.60 -2.38
C: 0.91 -2.11 -3.43
C: 0.75 -3.41 -3.84
H: -0.28 -5.26 -3.47
H: -1.57 -4.30 -1.55
H: -1.19 -1.93 -0.92
H: 1.56 -1.43 -3.96
H: 1.32 -3.77 -4.69
N: 0.67 -1.27 5.30
C: 0.69 -0.79 6.61
C: 0.63 -1.39 7.83
C: 0.61 -0.51 8.96
C: 0.57 0.89 8.85
C: 0.62 1.48 7.62
C: 0.63 0.63 6.46
N: 0.57 0.97 5.17
C: 0.61 -0.19 4.50
C: 0.61 -0.21 3.02
C: 0.75 -1.36 2.26
C: 0.78 -1.26 0.88
N: 0.70 -0.09 0.22
C: 0.53 1.02 0.97
C: 0.48 1.00 2.35
H: 0.72 -2.24 5.03
H: 0.56 -2.46 7.97
H: 0.63 -0.96 9.95
H: 0.55 1.49 9.75
H: 0.68 2.56 7.50
H: 0.84 -2.35 2.70
H: 0.84 -2.17 0.29
H: 0.44 1.95 0.44
H: 0.36 1.92 2.90



No. 6
Here is C3H2INO2 in the gas phase from the OMol25 dataset. Energies are from ωB97M-V with the def2-TZVPD basis set.

## Properties
**<S²>**: 2.022
**Frontier orbital gap (alpha / beta)**: 6.207 / 6.349 eV
**Spin multiplicity**: 3
**Largest force on an atom**: 3.97 eV Å⁻¹
**LUMO level (alpha / beta)**: -0.60 / -3.18 eV
**Energy relative to the best compared isomer or geometry (same formula, charge and spin)**: 332.4 kJ/mol
**Total energy**: -618.1916 hartree

Cartesian coordinates (Å):
C: -0.21 -1.06 -0.23
C: 1.10 -0.34 -0.43
C: 0.28 -2.47 -0.10
N: 2.28 -0.95 -0.39
O: -0.46 -1.92 0.86
O: 1.21 -3.19 -0.36
I: 3.93 0.24 0.11
H: -1.07 -0.65 -0.78
H: 0.82 0.67 -0.53



> Number 2 is which compound?

C33H25BrInN5O2S